1.
ORCA calculation (ωB97M-V with the def2-TZVPD basis set) on a molecular structure, C4H9N3O in a non-equilibrium geometry.

CARTESIAN COORDINATES (ANGSTROEM)
1 C -0.19 0.40 -1.84
2 C 0.69 1.68 0.09
3 C -0.25 1.47 -0.91
4 O 1.80 0.92 0.23
5 H 1.53 -0.03 0.23
6 H 0.79 2.66 0.55
7 H -1.13 2.09 -0.86
8 H 0.79 0.22 -2.27
9 H -0.98 0.37 -2.59
10 H -0.16 -0.72 -1.10
11 C -0.63 -2.35 0.37
12 N -0.42 0.95 1.89
13 N 0.19 -1.50 -0.02
14 N 0.16 -0.03 2.13
15 H -0.13 -0.65 2.93
16 H -0.57 -2.78 1.39
17 H -1.49 -2.70 -0.22

max |F|	1.2	eV/Å

Partial atomic charges computed with the Mulliken method, in multiples of e: -1.049 -0.238 0.009 -0.498 0.486 0.407 0.356 0.308 0.351 0.283 -0.379 -0.190 -0.547 -0.028 0.246 0.261 0.221

2.
ORCA calculation (ωB97M-V with the def2-TZVPD basis set) on C20H20F3NOS in the gas phase in a non-equilibrium geometry.

CARTESIAN COORDINATES (ANGSTROEM)
1 F -2.59 0.92 2.68
2 C -2.05 -0.16 2.04
3 F -2.54 -1.28 2.67
4 F -2.58 -0.17 0.77
5 C -0.56 -0.12 2.04
6 C 0.16 -1.32 2.06
7 C 1.54 -1.23 2.21
8 C 2.18 0.00 2.44
9 S 3.84 0.06 2.92
10 C 3.96 0.73 4.71
11 C 5.35 0.92 5.23
12 C 6.13 1.97 4.84
13 N 7.39 2.20 5.26
14 C 8.13 3.34 4.73
15 C 8.85 4.09 5.85
16 O 9.52 3.25 6.79
17 C 9.38 1.84 6.57
18 C 7.95 1.40 6.35
19 C 3.14 -0.26 5.50
20 C 1.84 0.03 5.89
21 C 1.06 -0.96 6.48
22 C 1.59 -2.25 6.69
23 C 2.91 -2.52 6.31
24 C 3.69 -1.52 5.73
25 C 1.44 1.16 2.14
26 C 0.06 1.13 2.01
27 H -0.35 -2.28 1.98
28 H 2.16 -2.12 2.15
29 H 3.48 1.71 4.51
30 H 5.76 0.14 5.88
31 H 5.80 2.65 4.04
32 H 7.42 4.01 4.24
33 H 8.88 2.99 4.01
34 H 9.63 4.75 5.42
35 H 8.10 4.71 6.39
36 H 9.76 1.41 7.51
37 H 9.98 1.53 5.69
38 H 7.38 1.55 7.28
39 H 7.91 0.34 6.07
40 H 1.44 1.03 5.69
41 H 0.04 -0.73 6.78
42 H 0.99 -3.02 7.18
43 H 3.35 -3.51 6.46
44 H 4.69 -1.72 5.37
45 H 1.99 2.09 2.02
46 H -0.52 2.04 1.90

SMILES string	FC(F)(F)c1ccc(S[C@H](/C=C/N2CCOCC2)c2ccccc2)cc1
max |F|	2.3	eV/Å

Partial atomic charges computed with the Mulliken method, in multiples of e: -0.270 0.780 -0.268 -0.249 0.434 -0.619 -0.459 0.130 -0.230 0.206 -1.076 -0.104 0.160 -0.574 -0.468 -0.378 -0.754 -0.524 0.193 -0.165 -0.582 -0.478 -0.621 -0.435 -0.513 -0.544 0.403 0.411 0.591 0.294 0.296 0.365 0.233 0.307 0.287 0.371 0.317 0.372 0.440 0.367 0.394 0.388 0.362 0.351 0.456 0.402

3.
ORCA calculation (ωB97M-V with the def2-TZVPD basis set) on a molecular structure, C12H14AlN2O3 in a non-equilibrium geometry.

CARTESIAN COORDINATES (ANGSTROEM)
1 C 0.93 -1.56 4.13
2 C 0.28 -1.51 3.12
3 C -0.50 -1.32 1.89
4 C -0.58 0.20 1.55
5 C -2.01 0.72 1.30
6 Al -3.36 0.56 2.80
7 N -3.29 -1.15 3.71
8 C -3.98 -2.00 3.23
9 O -4.56 -2.81 2.59
10 H 1.52 -1.30 4.98
11 H 0.03 -1.83 1.08
12 H -1.48 -1.79 1.97
13 H -0.05 0.76 2.32
14 H 0.02 0.33 0.64
15 H -2.43 0.27 0.39
16 H -1.93 1.80 1.08
17 H -4.83 0.65 2.13
18 H -3.24 1.72 3.92
19 C 1.48 1.12 -4.77
20 C 0.64 0.44 -3.90
21 C 1.09 0.04 -2.65
22 C 2.39 0.35 -2.29
23 C 3.25 1.02 -3.14
24 C 2.78 1.41 -4.39
25 N 2.86 -0.05 -0.96
26 O 2.09 -0.65 -0.25
27 O 4.00 0.26 -0.64
28 H 1.12 1.43 -5.74
29 H -0.38 0.21 -4.20
30 H 0.43 -0.48 -1.98
31 H 4.26 1.25 -2.84
32 H 3.44 1.94 -5.07

max |F|	1.3	eV/Å
total charge	-1

Partial atomic charges computed with the Mulliken method, in multiples of e: -0.156 -0.464 -0.207 -0.343 -1.033 0.270 -0.487 0.664 -0.598 0.417 0.200 0.295 0.477 -0.101 0.307 0.376 -0.286 -0.294 -0.402 -0.543 -0.162 0.095 -0.434 -0.388 0.973 -0.553 -0.619 0.367 0.379 0.450 0.440 0.361

4.
ORCA calculation (ωB97M-V with the def2-TZVPD basis set) on 2 unconnected molecules or ions with the total composition C23H48N4O6P in a non-equilibrium geometry.

CARTESIAN COORDINATES (ANGSTROEM)
1 N 2.53 -2.48 5.43
2 C 1.37 -2.16 4.77
3 N 0.31 -1.86 5.54
4 O 0.58 -1.04 6.66
5 N 1.17 -2.15 3.42
6 C 0.42 -3.43 2.98
7 C -1.07 -3.37 3.33
8 C -1.88 -4.39 2.51
9 C -2.63 -3.76 1.32
10 C -1.94 -3.89 -0.06
11 C -1.91 -2.57 -0.86
12 C -0.54 -2.19 -1.45
13 C 0.37 -1.30 -0.59
14 C 0.36 0.18 -0.98
15 C -0.98 0.90 -0.78
16 C -1.66 0.63 0.57
17 C -3.18 0.59 0.44
18 N -3.79 -0.07 1.59
19 C -3.37 -0.09 2.89
20 C -4.26 -0.87 3.60
21 C -5.24 -1.35 2.70
22 C -4.92 -0.83 1.46
23 P 2.74 -1.87 2.60
24 O 2.49 -0.47 1.81
25 O 2.68 -2.99 1.46
26 H 3.31 -1.86 5.52
27 H 2.55 -3.36 5.92
28 H -0.41 -1.44 4.96
29 H 0.24 -0.17 6.42
30 H 0.88 -4.26 3.51
31 H 0.50 -3.54 1.91
32 H -1.43 -2.36 3.10
33 H -1.18 -3.58 4.40
34 H -2.60 -4.87 3.16
35 H -1.19 -5.14 2.13
36 H -3.60 -4.26 1.27
37 H -2.84 -2.71 1.55
38 H -0.94 -4.32 0.03
39 H -2.53 -4.62 -0.61
40 H -2.59 -2.69 -1.70
41 H -2.32 -1.80 -0.22
42 H -0.01 -3.13 -1.61
43 H -0.68 -1.77 -2.45
44 H 0.18 -1.42 0.48
45 H 1.39 -1.66 -0.73
46 H 0.58 0.21 -2.05
47 H 1.19 0.70 -0.51
48 H -0.78 1.97 -0.81
49 H -1.68 0.72 -1.60
50 H -1.35 -0.31 1.02
51 H -1.43 1.42 1.28
52 H -3.60 1.59 0.31
53 H -3.44 0.00 -0.43
54 H -2.49 0.43 3.22
55 H -4.23 -1.06 4.66
56 H -6.06 -2.00 2.93
57 H -5.44 -0.96 0.53
58 H 2.84 0.26 2.33
59 H 3.15 -2.72 0.66
60 C 0.22 5.38 -2.43
61 O 1.51 5.03 -2.88
62 C 1.93 3.77 -2.40
63 C 2.96 3.15 -3.32
64 O 2.41 2.58 -4.49
65 C 1.98 3.47 -5.51
66 C 3.11 4.12 -6.28
67 O 3.66 5.19 -5.53
68 C 4.98 5.50 -5.93
69 H 0.19 5.47 -1.34
70 H -0.03 6.34 -2.87
71 H -0.52 4.64 -2.76
72 H 1.07 3.09 -2.31
73 H 2.38 3.92 -1.40
74 H 3.41 2.31 -2.78
75 H 3.75 3.86 -3.55
76 H 1.29 4.22 -5.12
77 H 1.42 2.84 -6.22
78 H 2.73 4.51 -7.22
79 H 3.88 3.37 -6.49
80 H 5.64 4.63 -5.80
81 H 5.34 6.31 -5.30
82 H 5.01 5.83 -6.98

max |F|	1.9	eV/Å
total charge	+1

Partial atomic charges computed with the Mulliken method, in multiples of e: -0.281 0.002 0.098 -0.368 0.429 -1.112 -0.245 -1.500 0.692 -1.337 0.514 -1.609 0.852 -1.164 -1.014 0.942 -1.467 0.406 -0.465 -0.608 -0.738 -0.430 -0.030 -0.372 -0.459 0.235 0.229 0.243 0.368 0.447 0.790 0.127 0.476 0.448 0.490 0.581 -0.845 0.679 0.238 0.507 -0.493 0.579 0.476 -0.591 0.316 0.420 0.370 0.478 0.371 -0.706 0.657 0.364 0.486 0.462 0.476 0.482 0.430 0.320 0.358 -0.714 -0.310 -0.214 -0.540 -0.455 -0.403 -0.584 -0.264 -0.775 0.310 0.255 0.289 0.042 0.460 0.460 0.194 0.175 0.402 0.432 0.350 0.329 0.233 0.325

Number 1: total energy -397.09628 a.u.. Number 2: total energy -1601.86001 a.u.. Number 3: total energy -1043.26179 a.u.. Number 4: total energy -1916.61072 a.u..